1.
{"formula": "C4H7NOS", "method": "wB97M-V/def2-TZVPD", "species": ["C", "C", "C", "C", "N", "O", "S", "H", "H", "H", "H", "H", "H", "H"], "xyz": [[-0.0750, 1.6643, -0.0063], [-0.0440, 0.1587, 0.2469], [0.7091, 0.2646, -1.0172], [-1.3594, -0.5318, 0.0881], [0.6980, 1.6193, -1.0828], [-0.5541, 2.6044, 0.7150], [3.3397, 0.1140, 0.4473], [0.5604, -0.1490, 1.0685], [1.3257, -0.2989, -1.6511], [-2.0443, -0.1439, -0.7358], [-1.9956, -0.2540, 0.9591], [-1.4048, -1.6534, 0.0296], [-0.2349, 3.5415, 0.5793], [3.1214, -0.0500, -0.9135]], "atomic_forces_ev_per_a": [[1.796, -1.822, -0.868], [-1.075, -0.096, -1.177], [0.559, 0.516, -0.864], [-3.165, -0.400, 0.645], [-0.534, 1.296, 0.091], [-0.880, 3.106, 1.591], [0.213, -0.063, -0.950], [0.177, -0.234, 0.851], [0.250, -1.088, -0.567], [1.464, -0.334, 0.480], [0.380, -0.445, -0.121], [0.596, 1.066, 0.037], [-0.211, -1.645, -0.375], [0.430, 0.143, 1.226]], "multiplicity": 3, "max_force_ev_per_a": 3.60, "de_lowest_kj_mol": 119.53, "charge": 0, "s_squared": 2.020, "e_homo_ha": [-0.248, -0.350]}

2.
{"formula": "C39H45GeN2O3SrTe", "method": "wB97M-V/def2-TZVPD", "species": ["Sr", "C", "C", "C", "C", "C", "O", "C", "C", "C", "C", "C", "C", "C", "O", "C", "C", "C", "N", "C", "C", "Te", "C", "C", "C", "C", "C", "C", "C", "C", "C", "C", "C", "C", "H", "H", "H", "H", "H", "H", "H", "H", "H", "H", "H", "H", "H", "H", "H", "H", "H", "H", "H", "H", "H", "H", "H", "H", "C", "Ge", "C", "C", "C", "H", "H", "H", "H", "H", "H", "H", "H", "H", "H", "O", "C", "C", "C", "C", "C", "C", "N", "H", "H", "H", "H", "H", "H", "H", "H", "H", "H", "H"], "xyz": [[-0.5252, -2.0387, -0.7899], [0.4490, 5.3162, -2.9609], [-0.0481, 3.9868, -2.4465], [-1.3741, 3.6236, -2.5306], [-1.8500, 2.3888, -2.0763], [-3.2829, 2.0780, -2.1619], [-3.7671, 0.9548, -2.1298], [-4.2649, 3.2243, -2.2723], [-5.3299, 3.1098, -3.1592], [-6.2902, 4.1065, -3.2398], [-6.2116, 5.2176, -2.4092], [-5.1653, 5.3271, -1.5039], [-4.1907, 4.3402, -1.4430], [-0.9372, 1.4143, -1.5258], [-1.3330, 0.2786, -1.1436], [0.4463, 1.8384, -1.3725], [0.8259, 3.0862, -1.8378], [1.4725, 0.9945, -0.7183], [1.3800, -0.2735, -0.5891], [2.3874, -1.0782, 0.1064], [3.0239, -2.0211, -0.8999], [4.1912, -3.5072, 0.0926], [5.8900, -2.1912, -0.0403], [6.6199, -2.0844, -1.2241], [7.6794, -1.1914, -1.3325], [8.0348, -0.3958, -0.2491], [7.3224, -0.4991, 0.9372], [6.2574, -1.3883, 1.0378], [2.6882, 1.7195, -0.1995], [3.9251, 1.5499, -0.8124], [5.0526, 2.1854, -0.3135], [4.9519, 2.9990, 0.8070], [3.7186, 3.1737, 1.4228], [2.5916, 2.5409, 0.9180], [-0.3528, 5.8571, -3.4644], [1.2661, 5.1895, -3.6746], [0.8211, 5.9473, -2.1501], [-2.0757, 4.3142, -2.9863], [-5.3950, 2.2233, -3.7777], [-7.1071, 4.0148, -3.9447], [-6.9660, 5.9923, -2.4640], [-5.1061, 6.1836, -0.8437], [-3.3699, 4.4262, -0.7416], [1.8627, 3.3892, -1.7359], [1.8594, -1.7071, 0.8322], [3.1280, -0.4696, 0.6280], [3.6261, -1.5005, -1.6466], [2.2542, -2.6513, -1.3502], [6.3518, -2.7057, -2.0710], [8.2314, -1.1202, -2.2626], [8.8626, 0.2986, -0.3310], [7.5879, 0.1195, 1.7867], [5.6975, -1.4520, 1.9634], [4.0077, 0.9002, -1.6760], [6.0121, 2.0277, -0.7898], [5.8320, 3.4892, 1.2035], [3.6361, 3.8010, 2.3017], [1.6275, 2.6740, 1.3952], [1.5852, -6.2526, 2.2896], [0.4636, -4.7266, 1.6295], [-1.3458, -5.3783, 2.2770], [0.9318, -3.2935, 2.9374], [0.6533, -4.1439, -0.1694], [1.3936, -6.4474, 3.3503], [2.6485, -6.0351, 2.1572], [1.3632, -7.1596, 1.7200], [-1.4408, -5.3502, 3.3689], [-1.4750, -6.4150, 1.9494], [-2.1570, -4.7894, 1.8329], [0.7102, -3.6217, 3.9580], [0.3846, -2.3654, 2.7518], [2.0046, -3.0876, 2.8776], [0.5207, -5.0591, -0.7780], [-1.5276, -1.1360, 1.4714], [-2.6979, -1.5033, 1.3544], [-3.4207, -2.2324, 2.4656], [-4.5065, -1.3461, 3.1225], [-5.0872, -0.2553, 2.2177], [-5.7366, -0.7552, 0.9278], [-4.8006, -1.6242, 0.0654], [-3.3960, -1.2840, 0.2172], [-2.6742, -2.5436, 3.1915], [-3.8602, -3.1447, 2.0553], [-4.0704, -0.8593, 3.9968], [-5.3110, -1.9861, 3.4943], [-4.2917, 0.4498, 1.9606], [-5.8235, 0.3200, 2.7842], [-6.0623, 0.1077, 0.3424], [-6.6331, -1.3361, 1.1641], [-5.0396, -1.4892, -0.9870], [-4.9400, -2.6794, 0.2987], [-2.9914, -0.6037, -0.4359]], "atomic_forces_ev_per_a": [[-0.035, 0.198, 0.295], [-0.030, -0.103, 0.039], [0.016, 0.147, -0.066], [-0.083, -0.033, -0.048], [0.087, -0.177, 0.120], [-0.050, -0.014, -0.008], [0.010, -0.052, 0.003], [0.023, 0.120, 0.065], [-0.008, -0.037, -0.017], [0.002, 0.014, 0.017], [0.030, -0.035, -0.003], [0.004, -0.003, 0.002], [0.007, -0.025, -0.026], [0.017, 0.170, 0.093], [0.012, -0.212, -0.129], [-0.220, -0.035, -0.086], [0.036, 0.004, -0.005], [0.356, -0.121, 0.084], [-0.264, 0.138, -0.059], [-0.041, 0.114, -0.275], [0.022, -0.026, 0.051], [-0.191, -0.004, -0.061], [-0.008, -0.035, 0.037], [0.034, 0.051, 0.025], [-0.013, 0.011, 0.038], [-0.025, -0.039, -0.026], [-0.022, -0.013, -0.011], [0.041, 0.020, -0.025], [-0.042, 0.048, -0.005], [0.005, -0.029, -0.032], [0.008, 0.023, 0.024], [-0.057, -0.022, -0.012], [0.041, -0.010, -0.020], [-0.022, 0.012, 0.007], [0.004, 0.019, -0.002], [-0.004, 0.009, -0.008], [0.003, 0.009, -0.003], [0.010, 0.003, 0.006], [-0.008, 0.012, 0.000], [0.002, -0.005, -0.003], [-0.001, -0.001, -0.001], [0.001, -0.006, -0.004], [-0.003, 0.006, -0.002], [0.012, -0.046, 0.026], [0.031, 0.058, 0.059], [0.049, -0.114, 0.068], [0.050, -0.021, 0.032], [0.024, 0.074, -0.050], [0.002, 0.003, 0.004], [0.002, 0.002, 0.003], [-0.001, -0.003, 0.002], [0.000, 0.004, -0.004], [0.001, -0.009, 0.000], [-0.002, 0.006, 0.007], [-0.010, -0.007, 0.006], [0.002, -0.001, 0.002], [-0.007, -0.003, -0.004], [0.014, 0.005, -0.003], [0.026, 0.007, -0.102], [0.062, 0.097, -0.008], [-0.008, 0.054, -0.101], [-0.015, -0.035, 0.036], [-0.135, -0.276, 0.220], [0.011, -0.016, -0.033], [-0.023, 0.039, 0.029], [-0.030, 0.006, 0.029], [0.022, -0.004, -0.018], [-0.028, 0.020, 0.004], [0.110, -0.050, 0.045], [-0.010, 0.011, -0.011], [0.001, -0.007, 0.001], [-0.024, 0.022, -0.012], [0.188, 0.011, -0.084], [-0.061, -0.194, -0.136], [0.068, -0.088, 0.408], [-0.128, 0.097, -0.075], [0.008, -0.016, -0.028], [0.011, -0.026, 0.005], [0.036, 0.002, 0.001], [-0.045, 0.128, 0.059], [0.137, 0.071, -0.394], [0.041, 0.012, -0.021], [0.007, 0.061, 0.011], [0.002, 0.004, -0.003], [0.001, -0.005, -0.011], [-0.005, 0.006, -0.002], [-0.006, -0.012, 0.003], [0.019, 0.011, 0.023], [-0.001, -0.006, -0.017], [-0.025, -0.035, -0.035], [0.028, -0.028, -0.007], [-0.045, 0.101, 0.107]], "max_force_ev_per_a": 0.42, "de_lowest_kj_mol": 333.85, "charge": -1, "e_homo_ha": -0.068}

3.
{"formula": "C28H29N3ReSi", "method": "wB97M-V/def2-TZVPD", "species": ["C", "C", "C", "H", "C", "C", "H", "H", "H", "H", "Re", "C", "H", "H", "H", "Si", "C", "C", "H", "C", "H", "C", "H", "C", "H", "C", "H", "C", "C", "H", "C", "H", "C", "H", "C", "H", "C", "H", "H", "H", "N", "C", "C", "C", "C", "C", "N", "C", "C", "C", "C", "C", "N", "H", "H", "H", "H", "H", "H", "H", "H", "H"], "xyz": [[0.5173, 1.7004, 0.6278], [0.6923, 1.6000, -0.7913], [-0.6135, 1.6287, -1.4032], [1.6400, 1.5573, -1.3196], [-1.5936, 1.7411, -0.3625], [-0.8942, 1.7968, 0.8941], [-1.3438, 1.9101, 1.8720], [1.3211, 1.7706, 1.3547], [-0.8309, 1.6282, -2.4686], [-2.6684, 1.8088, -0.4938], [-0.4717, 0.0201, -0.0964], [0.9214, -0.9220, -3.0936], [-0.1236, -0.3887, -3.4319], [0.5315, -1.0040, -2.0363], [1.6656, -0.1260, -3.1732], [-0.0466, -1.2591, -4.7331], [1.4238, -1.3509, -5.8906], [2.2664, -0.2400, -5.9987], [2.0106, 0.6892, -5.4928], [3.4573, -0.3081, -6.7327], [4.1027, 0.5680, -6.7940], [3.7947, -1.4934, -7.3945], [4.7157, -1.5404, -7.9828], [2.9432, -2.5946, -7.3196], [3.1944, -3.5134, -7.8512], [1.7599, -2.5228, -6.5789], [1.0948, -3.3752, -6.5114], [-1.2861, -0.1241, -5.5620], [-1.1645, 0.2328, -6.9249], [-0.3773, -0.2259, -7.5261], [-2.0540, 1.1334, -7.5277], [-1.9245, 1.4060, -8.5807], [-3.1211, 1.6582, -6.7857], [-3.8180, 2.3549, -7.2502], [-3.3067, 1.2599, -5.4552], [-4.1679, 1.6273, -4.8855], [-2.4087, 0.3626, -4.8561], [-2.5985, 0.0002, -3.8436], [1.4721, -1.8786, -3.1463], [-0.5466, -2.5210, -4.0694], [0.4238, -3.0737, -0.3426], [-0.9929, -3.0692, -0.3603], [-1.7071, -4.2570, -0.4237], [-3.0786, -4.2206, -0.2026], [-3.6859, -2.9704, 0.0160], [-2.9283, -1.8145, -0.0062], [-1.5845, -1.8833, -0.1763], [1.0206, -2.6225, 0.8585], [1.8273, -3.4788, 1.6028], [2.1522, -3.1231, 2.9038], [1.7050, -1.8808, 3.3745], [1.0011, -1.0298, 2.5353], [0.6575, -1.4097, 1.2769], [0.7849, -3.9874, -0.6037], [-1.1417, -5.1766, -0.5971], [-3.6734, -5.1330, -0.1829], [-4.7543, -2.8772, 0.1833], [-3.3195, -0.7990, 0.1151], [2.1109, -4.4203, 1.1334], [2.7298, -3.7969, 3.5402], [1.9313, -1.5484, 4.3819], [0.6767, -0.0330, 2.8423]], "atomic_forces_ev_per_a": [[-0.043, 2.506, 0.119], [1.064, 1.643, -0.214], [0.326, 0.546, -1.236], [-0.180, 0.057, 0.285], [-0.911, 1.038, 0.809], [0.259, 2.603, 0.948], [0.062, 0.033, -0.100], [-0.227, -0.267, -0.143], [0.071, 0.109, 0.240], [0.224, 0.057, 0.039], [-0.437, -9.199, 0.260], [0.675, 2.051, 2.779], [1.646, -0.243, 1.544], [0.211, 0.373, -0.228], [-0.250, 0.036, 0.106], [-0.849, -2.613, -4.898], [0.119, -0.235, 0.325], [0.516, 0.013, -0.094], [0.076, -0.010, -0.094], [-0.413, -0.080, 0.043], [-0.158, -0.257, -0.013], [-0.073, 0.206, 0.066], [-0.350, -0.047, 0.256], [-0.167, -0.022, -0.096], [-0.089, 0.262, 0.165], [0.209, 0.101, 0.167], [0.132, -0.135, -0.108], [-0.804, 0.320, 0.565], [0.252, 0.031, 0.071], [-0.098, 0.326, 0.171], [-0.075, -0.287, 0.358], [-0.054, -0.163, 0.475], [0.348, -0.263, 0.178], [0.180, -0.168, 0.137], [0.106, -0.290, 0.145], [0.383, -0.151, -0.275], [-0.062, 0.329, -0.412], [-0.019, 0.237, -0.083], [-0.990, 0.095, -0.923], [-0.149, 0.404, -0.753], [0.118, -0.028, -0.446], [0.079, 0.201, 0.571], [-0.137, -0.252, 0.005], [0.137, 0.471, -0.119], [-0.239, 0.183, -0.105], [0.226, -0.711, -0.091], [-0.110, 0.905, -0.395], [-0.379, -0.068, 0.220], [-0.099, -0.058, 0.026], [-0.013, 0.216, -0.334], [0.026, 0.361, -0.007], [0.219, -0.633, -0.083], [0.003, 0.811, -0.048], [-0.070, 0.196, 0.046], [-0.432, 0.169, 0.147], [0.184, 0.235, -0.043], [0.147, -0.165, -0.015], [-0.073, -0.599, 0.034], [0.025, 0.102, 0.415], [-0.189, 0.271, -0.211], [-0.024, -0.099, -0.121], [0.138, -0.450, -0.030]], "multiplicity": 4, "max_force_ev_per_a": 9.21, "de_lowest_kj_mol": 53.11, "charge": 2, "s_squared": 3.766, "e_homo_ha": [-0.435, -0.507]}

Repeat the first record exactly.
{"formula": "C4H7NOS", "method": "wB97M-V/def2-TZVPD", "species": ["C", "C", "C", "C", "N", "O", "S", "H", "H", "H", "H", "H", "H", "H"], "xyz": [[-0.0750, 1.6643, -0.0063], [-0.0440, 0.1587, 0.2469], [0.7091, 0.2646, -1.0172], [-1.3594, -0.5318, 0.0881], [0.6980, 1.6193, -1.0828], [-0.5541, 2.6044, 0.7150], [3.3397, 0.1140, 0.4473], [0.5604, -0.1490, 1.0685], [1.3257, -0.2989, -1.6511], [-2.0443, -0.1439, -0.7358], [-1.9956, -0.2540, 0.9591], [-1.4048, -1.6534, 0.0296], [-0.2349, 3.5415, 0.5793], [3.1214, -0.0500, -0.9135]], "atomic_forces_ev_per_a": [[1.796, -1.822, -0.868], [-1.075, -0.096, -1.177], [0.559, 0.516, -0.864], [-3.165, -0.400, 0.645], [-0.534, 1.296, 0.091], [-0.880, 3.106, 1.591], [0.213, -0.063, -0.950], [0.177, -0.234, 0.851], [0.250, -1.088, -0.567], [1.464, -0.334, 0.480], [0.380, -0.445, -0.121], [0.596, 1.066, 0.037], [-0.211, -1.645, -0.375], [0.430, 0.143, 1.226]], "multiplicity": 3, "max_force_ev_per_a": 3.60, "de_lowest_kj_mol": 119.53, "charge": 0, "s_squared": 2.020, "e_homo_ha": [-0.248, -0.350]}